Here is a molecular structure, C7H15NOSi at a distorted geometry from OMol25. Energies are from ωB97M-V with the def2-TZVPD basis set.

Summary:
orbital gap = 9.24 eV
energy above the lowest of the compared OMol25 structures with the same formula, charge and spin = 165.61 kJ/mol
charge = 0
LUMO energy = 0.026 hartree
E_HOMO = -8.5 eV

CARTESIAN COORDINATES (ANGSTROEM)
C (0.1396, -0.6198, -2.3128)
C (-0.6428, -0.7746, 0.3399)
C (0.6958, -1.9938, -2.7357)
C (1.8582, 0.7426, 0.8280)
C (-0.4344, 0.3643, 2.9422)
C (-1.0488, 2.3963, 0.5317)
C (-1.1587, -0.6204, -1.6110)
N (-0.5967, -1.9623, 0.6149)
O (0.8502, 0.3680, -2.2894)
Si (-0.0915, 0.8200, 1.1010)
H (-0.0152, -2.5781, -3.3336)
H (1.5125, -1.7915, -3.5493)
H (1.0150, -2.4802, -1.7801)
H (2.3623, -0.1540, 1.2066)
H (2.2316, 1.0044, -0.1472)
H (2.2513, 1.6451, 1.2915)
H (-1.4003, 0.1327, 3.0942)
H (0.0009, -0.6386, 3.1240)
H (-0.0908, 1.0714, 3.7166)
H (-0.7327, 2.7014, -0.4823)
H (-2.1892, 2.3107, 0.4629)
H (-0.8208, 3.3710, 1.0188)
H (-1.6753, 0.3104, -1.7094)
H (-1.8036, -1.4080, -1.8859)
H (-0.2167, -2.2171, 1.5642)

Here are the Löwdin charges for atoms 1 to 8, given in e: -0.525, -0.283, -0.030, -0.160, -0.179, -0.188, -0.030, 0.088

=====

Here is C4H6BrNO in the gas phase at a distorted geometry from OMol25. Energies are from ωB97M-V with the def2-TZVPD basis set.

Summary:
multiplicity = 3
orbital gap (spin up / spin down) = 6.27 / 5.61 eV
energy above the lowest of the compared OMol25 structures with the same formula, charge and spin = 90.38 kJ/mol
charge = 0
expectation value of S² = 2.01
LUMO energy (spin up / spin down) = 0.031 / -0.151 hartree
E_HOMO (spin up / spin down) = -5.4 / -9.7 eV

CARTESIAN COORDINATES (ANGSTROEM)
C (0.4288, -1.7478, 0.6152)
C (0.1375, -0.4666, -1.1444)
C (-0.4756, 0.2044, 0.1110)
C (0.0335, 1.5702, 0.5142)
N (-0.0997, -0.7492, 1.1626)
O (0.5449, -1.7304, -0.7307)
Br (-2.5037, 0.3311, -0.2166)
H (0.7348, -2.7599, 1.1679)
H (-0.5149, -0.5699, -1.9565)
H (1.1436, 0.1254, -1.3876)
H (-0.7010, 2.0809, 1.2251)
H (0.1908, 2.1123, -0.3492)
H (1.0812, 1.5996, 0.9889)

Here are the Löwdin charges for atoms 1 to 8, given in e: -0.251, -0.198, -0.842, -0.134, 0.067, -0.058, 0.764, 0.173

=====

Here is a molecular structure, C41H35AuF6N2O2P3S at a distorted geometry from OMol25. Energies are from ωB97M-V with the def2-TZVPD basis set.

Summary:
multiplicity = 2
orbital gap (spin up / spin down) = 7.81 / 5.04 eV
charge = 0
expectation value of S² = 0.79
LUMO energy (spin up / spin down) = -0.012 / -0.103 hartree
E_HOMO (spin up / spin down) = -8.1 / -7.8 eV

CARTESIAN COORDINATES (ANGSTROEM)
Au (0.2545, 1.4689, -0.4263)
C (-3.7629, -1.6758, 6.2317)
C (-3.1648, -0.7214, 5.2467)
C (-2.1552, 0.1556, 5.6265)
C (-1.5684, 1.0021, 4.7017)
C (-1.9913, 0.9792, 3.3876)
C (-3.0203, 0.1399, 2.9977)
C (-3.5952, -0.7117, 3.9235)
S (-1.2755, 2.1224, 2.1924)
O (-1.3493, 3.4250, 2.7793)
O (-1.9501, 1.8746, 0.9384)
N (0.2546, 1.5684, 1.9417)
C (1.3448, 2.1684, 2.4290)
C (1.3732, 2.9318, 3.5976)
C (2.5700, 3.3707, 4.1484)
C (3.7734, 3.1334, 3.5291)
C (3.7933, 2.5097, 2.2647)
C (4.9644, 2.3762, 1.4889)
C (4.8889, 1.8396, 0.2294)
C (3.6340, 1.4429, -0.2501)
N (2.5430, 1.5071, 0.4694)
C (2.5843, 2.0147, 1.7066)
H (-3.3831, -1.4864, 7.2314)
H (-3.5038, -2.6954, 5.9476)
H (-4.8479, -1.5924, 6.2469)
H (-1.8305, 0.1803, 6.6560)
H (-0.7987, 1.6945, 5.0021)
H (-3.3688, 0.1717, 1.9786)
H (-4.3927, -1.3713, 3.6133)
H (0.4403, 3.1653, 4.0791)
H (2.5435, 3.9084, 5.0838)
H (4.6985, 3.4501, 3.9870)
H (5.8979, 2.7455, 1.8911)
H (5.7610, 1.7398, -0.3983)
H (3.5078, 1.0708, -1.2566)
C (-0.0948, -1.7843, -1.9924)
P (-0.3667, -0.7274, -0.5147)
C (0.6258, -1.3781, 0.8357)
C (1.9779, -1.6338, 0.6130)
C (2.8320, -1.7791, 1.6889)
C (2.3468, -1.6851, 2.9845)
C (0.9986, -1.4611, 3.2097)
C (0.1431, -1.2829, 2.1389)
C (-2.1099, -1.0825, -0.2021)
C (-2.5287, -2.2440, 0.4404)
C (-3.8816, -2.5003, 0.5736)
C (-4.8105, -1.6071, 0.0631)
C (-4.3916, -0.4512, -0.5784)
C (-3.0410, -0.1848, -0.7165)
P (1.3342, -1.3142, -3.1268)
C (0.4862, -0.0576, -4.1570)
C (1.2066, 1.0919, -4.4644)
C (0.6681, 2.0531, -5.3006)
C (-0.5929, 1.8746, -5.8403)
C (-1.3199, 0.7364, -5.5293)
C (-0.7874, -0.2280, -4.6965)
C (1.1243, -2.8209, -4.1699)
C (0.7677, -2.8130, -5.5128)
C (0.5637, -4.0087, -6.1818)
C (0.7408, -5.2176, -5.5321)
C (1.1616, -5.2324, -4.2122)
C (1.3614, -4.0418, -3.5414)
H (-1.0191, -1.7280, -2.5760)
H (0.0458, -2.8194, -1.6617)
H (2.3537, -1.6969, -0.4008)
H (3.8860, -1.9434, 1.5203)
H (3.0243, -1.7817, 3.8194)
H (0.6181, -1.3953, 4.2196)
H (-0.8976, -1.0513, 2.3058)
H (-1.8010, -2.9403, 0.8337)
H (-4.2168, -3.3981, 1.0738)
H (-5.8656, -1.8144, 0.1568)
H (-5.1171, 0.2518, -0.9593)
H (-2.6992, 0.7279, -1.1837)
H (2.1894, 1.2350, -4.0388)
H (1.2281, 2.9474, -5.5164)
H (-1.0152, 2.6152, -6.5021)
H (-2.3109, 0.5945, -5.9345)
H (-1.3667, -1.1205, -4.4904)
H (0.6349, -1.8795, -6.0394)
H (0.2508, -3.9969, -7.2157)
H (0.5582, -6.1453, -6.0548)
H (1.3232, -6.1724, -3.7055)
H (1.7038, -4.0522, -2.5146)
F (0.6281, 3.7797, -0.0464)
P (0.7364, 4.5448, -1.5338)
F (0.5306, 5.9459, -0.8036)
F (0.8703, 5.2132, -2.9823)
F (2.3395, 4.5970, -1.3176)
F (-0.8468, 4.3298, -1.7213)
F (0.9520, 3.0305, -2.2257)

Here are the Löwdin charges for atoms 1 to 8, given in e: 0.803, -0.045, -0.266, -0.028, -0.051, -0.266, -0.056, -0.019

=====

Here is C19H15ClN4O3 in the gas phase at a distorted geometry from OMol25. Energies are from ωB97M-V with the def2-TZVPD basis set.

Summary:
orbital gap = 7.98 eV
energy above the lowest of the compared OMol25 structures with the same formula, charge and spin = 14.67 kJ/mol
charge = 0
structure (SMILES) = COC(=O)C(=O)C/C(=N/Nc1ncnc2ccccc12)c1ccc(Cl)cc1
LUMO energy = -0.006 hartree
E_HOMO = -8.1 eV

CARTESIAN COORDINATES (ANGSTROEM)
C (0.3631, -6.3470, -0.5692)
H (0.2176, -6.6718, 0.4630)
H (1.4337, -6.2922, -0.7744)
H (-0.1233, -7.0281, -1.2620)
O (-0.2381, -5.0733, -0.7734)
C (0.0696, -4.1250, 0.0919)
O (0.7960, -4.2549, 1.0444)
C (-0.6361, -2.7999, -0.2620)
O (-1.0121, -2.5699, -1.3780)
C (-0.7699, -1.8809, 0.9296)
C (-0.7580, -0.4253, 0.5423)
N (0.4054, 0.0768, 0.3761)
N (0.5977, 1.3277, -0.0315)
C (1.8144, 1.9151, -0.2150)
N (1.7205, 3.1612, -0.6511)
C (2.8544, 3.8350, -0.8521)
N (4.0661, 3.4058, -0.6639)
C (4.2033, 2.1355, -0.2176)
C (5.4991, 1.6298, -0.0020)
C (5.6713, 0.3487, 0.4461)
C (4.5634, -0.4725, 0.6954)
C (3.2887, -0.0109, 0.4972)
C (3.0784, 1.3009, 0.0375)
H (2.4365, -0.6426, 0.6863)
H (4.7192, -1.4813, 1.0483)
H (6.6662, -0.0387, 0.6112)
H (6.3336, 2.2829, -0.2019)
H (2.7363, 4.8499, -1.2108)
H (-0.1904, 1.9255, -0.2884)
C (-2.0479, 0.2713, 0.3816)
C (-3.0749, -0.3020, -0.3671)
C (-4.2852, 0.3468, -0.5147)
C (-4.4837, 1.5746, 0.0993)
C (-3.4801, 2.1562, 0.8582)
C (-2.2677, 1.5066, 0.9934)
H (-1.4996, 1.9474, 1.6128)
H (-3.6467, 3.1071, 1.3390)
Cl (-5.9993, 2.3846, -0.0768)
H (-5.0742, -0.0959, -1.1019)
H (-2.9114, -1.2461, -0.8632)
H (-1.7053, -2.1331, 1.4360)
H (0.0602, -2.1003, 1.6047)

Here are the Löwdin charges for atoms 1 to 8, given in e: -0.029, 0.098, 0.103, 0.097, -0.006, -0.433, 0.131, -0.268

=====

Here is a molecular structure, C2H2FHoO2 at a distorted geometry from OMol25. Energies are from ωB97M-V with the def2-TZVPD basis set.

Summary:
multiplicity = 6
orbital gap (spin up / spin down) = 7.15 / 9.70 eV
energy above the lowest of the compared OMol25 structures with the same formula, charge and spin = 11.08 kJ/mol
charge = +1
expectation value of S² = 8.76
LUMO energy (spin up / spin down) = -0.224 / -0.221 hartree
E_HOMO (spin up / spin down) = -13.3 / -15.7 eV

CARTESIAN COORDINATES (ANGSTROEM)
Ho (-0.1392, -1.3608, -1.4694)
F (0.5969, -0.9242, -3.3424)
O (1.0929, -0.7383, 0.3024)
C (0.6234, 0.2746, 0.9274)
C (-0.7330, 0.6414, 0.6934)
O (-1.3815, 0.0427, -0.2319)
H (1.1884, 0.7244, 1.7544)
H (-1.2479, 1.3402, 1.3662)

Löwdin atomic charges, in units of e: 2.039, -0.541, -0.199, -0.195, -0.195, -0.202, 0.146, 0.146

=====

Here is 2 unconnected molecules or ions with the total composition C10H16O at a distorted geometry from OMol25. Energies are from ωB97M-V with the def2-TZVPD basis set.

Summary:
orbital gap = 9.39 eV
energy above the lowest of the compared OMol25 structures with the same formula, charge and spin = 120.92 kJ/mol
charge = 0
structure (SMILES) = CCc1ccc(O)cc1.CC
LUMO energy = 0.032 hartree
E_HOMO = -8.5 eV

CARTESIAN COORDINATES (ANGSTROEM)
C (0.2896, -0.9202, 2.1943)
C (0.3174, -2.3494, 2.8382)
C (-0.1597, -0.9251, 0.7701)
C (0.7097, -0.6849, -0.2718)
C (-1.4907, -1.2804, 0.4763)
C (0.3122, -0.9491, -1.5876)
C (-1.9430, -1.3547, -0.8210)
C (-1.0092, -1.2361, -1.8370)
O (-1.4483, -1.6167, -3.0932)
H (-0.2820, -0.2975, 2.8845)
H (1.2869, -0.5111, 2.3570)
H (1.3520, -2.6484, 2.9830)
H (1.7093, -0.3664, -0.0105)
H (-2.1186, -1.4563, 1.3519)
H (1.0455, -0.9817, -2.3857)
H (-2.9669, -1.5756, -1.0803)
H (-0.9916, -1.1073, -3.7704)
H (-0.1960, -3.0840, 2.2182)
H (-0.1866, -2.3082, 3.7954)
C (1.0025, 2.6394, -1.2772)
C (0.3968, 3.7713, -0.4179)
H (0.7579, 1.6852, -0.8172)
H (0.6077, 2.5646, -2.2970)
H (2.0737, 2.7736, -1.4389)
H (0.8305, 4.7257, -0.7396)
H (0.7713, 3.6329, 0.5968)
H (-0.6704, 3.8600, -0.6206)

Here are the Löwdin charges for atoms 1 to 8, given in e: -0.208, -0.083, -0.258, -0.064, -0.031, -0.025, -0.010, -0.325

=====

Here is C22H29N3O4 in the gas phase from OMol25. Energies are from ωB97M-V with the def2-TZVPD basis set.

Summary:
orbital gap = 8.87 eV
energy above the lowest of the compared OMol25 structures with the same formula, charge and spin = 92.72 kJ/mol
charge = 0
structure (SMILES) = CCO[C@@H]1OC(C(=O)NCc2nc3ccccc3[nH]2)=C[C@H](C2CC2)[C@H]1CCCO
LUMO energy = 0.021 hartree
E_HOMO = -8.3 eV

CARTESIAN COORDINATES (ANGSTROEM)
C (-0.6506, 3.2437, 2.6405)
C (-1.5642, 2.0432, 2.4569)
H (-1.7037, 1.5150, 3.4127)
H (-2.5515, 2.3692, 2.0985)
O (-0.9665, 1.1726, 1.5182)
C (-1.6225, -0.0538, 1.3267)
C (-2.7679, 0.0271, 0.2997)
C (-3.4844, -1.3268, 0.2219)
C (-4.8891, -1.2124, -0.3703)
C (-5.5536, -2.5795, -0.5631)
O (-5.8455, -3.2368, 0.6453)
H (-5.0201, -3.4190, 1.1070)
H (-6.5187, -2.4517, -1.0590)
H (-4.9170, -3.2102, -1.2010)
H (-4.8482, -0.7206, -1.3430)
H (-5.5145, -0.6086, 0.2901)
H (-2.8829, -2.0140, -0.3788)
H (-3.5546, -1.7407, 1.2321)
H (-3.4747, 0.7855, 0.6502)
C (-2.2019, 0.4482, -1.0683)
C (-0.8896, -0.2287, -1.3046)
C (-0.2201, -0.8744, -0.3506)
O (-0.6535, -0.9921, 0.9531)
C (1.0737, -1.5518, -0.6320)
O (1.5616, -1.5862, -1.7525)
N (1.6408, -2.1290, 0.4433)
H (1.2249, -1.9525, 1.3443)
C (2.9067, -2.8334, 0.3684)
C (4.0616, -1.8947, 0.2371)
N (5.0008, -1.7165, 1.1201)
C (5.8358, -0.7707, 0.5779)
C (7.0020, -0.2035, 1.0792)
C (7.6402, 0.7394, 0.3016)
C (7.1437, 1.1209, -0.9471)
C (5.9888, 0.5714, -1.4655)
C (5.3415, -0.3781, -0.6913)
N (4.2092, -1.1232, -0.8789)
H (3.5478, -1.1049, -1.6446)
H (5.6046, 0.8654, -2.4307)
H (7.6794, 1.8643, -1.5192)
H (8.5492, 1.1984, 0.6621)
H (7.3843, -0.4996, 2.0428)
H (2.8753, -3.4810, -0.5156)
H (3.0358, -3.4363, 1.2659)
H (-0.4559, -0.1784, -2.2899)
C (-2.0400, 1.9536, -1.1912)
C (-3.2480, 2.8027, -1.4499)
C (-2.2204, 2.6120, -2.5242)
H (-1.5805, 3.4424, -2.7792)
H (-2.4800, 1.9922, -3.3691)
H (-4.2018, 2.3096, -1.5680)
H (-3.3171, 3.7654, -0.9664)
H (-1.2762, 2.3542, -0.5387)
H (-2.9011, 0.1255, -1.8481)
H (-2.0113, -0.4179, 2.2954)
H (-1.0759, 3.9212, 3.3753)
H (-0.5322, 3.7687, 1.6969)
H (0.3283, 2.9152, 2.9774)

Here are the Löwdin charges for atoms 1 to 8, given in e: -0.059, -0.259, 0.125, 0.121, -0.076, -0.322, -0.190, -0.150

=====

Here is C6H7NO2 in the gas phase at a distorted geometry from OMol25. Energies are from ωB97M-V with the def2-TZVPD basis set.

Summary:
orbital gap = 11.02 eV
energy above the lowest of the compared OMol25 structures with the same formula, charge and spin = 246.89 kJ/mol
charge = 0
structure (SMILES) = CC(=O)C1(C#N)COC1
LUMO energy = 0.021 hartree
E_HOMO = -10.4 eV

CARTESIAN COORDINATES (ANGSTROEM)
C (-0.3159, 1.5276, 0.3393)
C (0.9366, -0.4316, 0.4551)
C (-1.5295, -0.7384, 0.9414)
C (-1.2299, -0.2199, -1.0245)
C (-0.4645, 0.1404, 0.3309)
C (2.0868, 0.3065, -0.3174)
N (-0.1157, 2.6440, 0.2362)
O (1.1116, -1.4229, 1.1313)
O (-1.9138, -1.2370, -0.3311)
H (-1.0976, -1.4847, 1.5908)
H (-2.1800, -0.1804, 1.4061)
H (-1.9346, 0.5178, -1.4634)
H (-0.6709, -0.6615, -1.8142)
H (2.9385, 0.4685, 0.3821)
H (1.8659, 1.1813, -0.8662)
H (2.5130, -0.4095, -0.9965)

Here are the Löwdin charges for atoms 1 to 8, given in e: -0.209, -0.328, -0.085, -0.069, -0.295, 0.015, 0.202, 0.112